49
Properties=species:S:1:pos:R:3 method="wB97M-V/def2-TZVPD" relative_energy_kcal_mol=0.0 e_tot_ha=-2191.25425 max_force_ha_per_bohr=0.0089 orbital_gap_ev=7.180 charge=+1 homo_energy_ev=-12.49
Rh 1.466 -0.780 -0.897
O 0.038 -0.332 0.355
C 0.140 0.721 1.041
C 0.959 1.840 0.809
C 0.953 2.870 1.782
C 1.637 4.016 1.536
C 2.326 4.217 0.325
C 2.329 3.248 -0.638
C 1.666 2.017 -0.422
O 1.676 1.130 -1.365
N 1.638 5.083 2.550
O 1.028 4.871 3.577
O 2.239 6.098 2.278
H -0.541 0.754 1.896
H 0.418 2.754 2.715
H 2.851 5.151 0.179
H 2.855 3.384 -1.572
O 2.801 -1.081 0.678
C 2.708 -2.336 0.493
O 1.852 -2.730 -0.369
C 3.558 -3.290 1.226
C 4.434 -2.818 2.196
C 5.217 -3.733 2.868
C 5.166 -5.090 2.614
C 4.282 -5.515 1.641
C 3.471 -4.648 0.939
N 4.198 -6.964 1.342
O 3.407 -7.302 0.489
O 4.923 -7.698 1.973
N 6.150 -3.239 3.908
O 6.162 -2.045 4.110
O 6.832 -4.064 4.471
H 4.510 -1.765 2.424
H 5.791 -5.788 3.152
H 2.791 -5.024 0.190
C -2.359 2.097 -1.875
N -1.296 1.187 -2.267
C -1.358 -0.135 -2.179
S 0.024 -1.057 -2.722
N -2.453 -0.711 -1.722
C -2.668 -2.146 -1.538
H -2.018 3.116 -2.028
H -2.613 1.973 -0.820
H -3.253 1.943 -2.484
H -0.436 1.551 -2.648
H -3.238 -0.114 -1.505
H -1.711 -2.655 -1.536
H -3.286 -2.542 -2.341
H -3.166 -2.303 -0.584